76
Properties=species:S:1:pos:R:3 method="wB97M-V/def2-TZVPD" molar_mass_g_mol=502.70 de_lowest_ev=0.945 energy_ha=-2470.6509 homo_lumo_gap_ev=7.92 total_charge=+1
C 1.21480 -2.38263 -2.36369
C 2.27859 -1.34762 -2.85788
N 1.79849 0.03951 -2.79538
C 2.77889 0.90237 -3.49045
C 2.11817 1.80592 -4.61159
C 1.57718 0.45978 -1.43361
S 2.77719 0.41100 -0.28426
S -0.00674 1.05663 -0.82327
C -1.03678 1.65425 -2.22296
C -2.47323 1.05593 -2.22254
C -2.52666 -0.46143 -1.83492
P -3.56565 -1.43550 -3.04196
C -2.96118 -1.28498 -4.80186
O -3.53066 -0.15189 -5.48292
O -2.47110 0.63572 -6.01897
H 1.04497 -2.29928 -1.27766
H 0.28579 -2.24256 -2.95334
H 1.58838 -3.39270 -2.60468
H 2.50222 -1.60443 -3.90935
H 3.20361 -1.54194 -2.28151
H 3.55734 0.31702 -4.01025
H 3.29499 1.59761 -2.80261
H 2.77879 2.67844 -4.72626
H 1.11066 2.08117 -4.25727
H 2.07839 1.22366 -5.54740
H -1.14415 2.74606 -2.07590
H -0.55158 1.52984 -3.20616
H -2.96382 1.23835 -3.20279
H -3.09690 1.60075 -1.49053
H -1.54574 -0.95337 -1.72901
H -3.04219 -0.57581 -0.86424
H -4.93095 -1.04353 -2.92776
H -3.45495 -2.79125 -2.65424
H -3.29102 -2.18194 -5.36792
H -1.85966 -1.24774 -4.85469
H -2.22881 1.23971 -5.30233
C 6.21606 2.02736 3.89568
C 5.22406 1.58898 2.85201
O 4.73790 0.47889 2.86930
C 4.85793 2.58413 1.78537
H 6.38534 1.21277 4.59839
H 7.16460 2.28672 3.42238
H 5.82485 2.88785 4.44105
H 5.74621 2.86758 1.21707
H 4.40686 3.46756 2.24093
H 4.13497 2.12881 1.11097
C 1.50538 1.62748 4.36703
C 1.47889 2.96601 3.67522
O 2.44523 3.69826 3.68981
C 0.21051 3.36400 2.96282
H 2.48085 1.48409 4.83155
H 0.73952 1.59302 5.13925
H 1.33990 0.83033 3.64220
H -0.61547 3.41012 3.66935
H -0.01275 2.64549 2.17451
H 0.34472 4.34890 2.51427
C -2.29037 0.80611 5.88567
C -2.22648 0.66866 4.38773
O -1.30243 1.12457 3.75025
C -3.35960 -0.05956 3.71277
H -1.41507 1.34922 6.23793
H -3.18580 1.36064 6.17108
H -2.30136 -0.18125 6.35008
H -4.30126 0.45772 3.90411
H -3.41687 -1.08438 4.08335
H -3.18334 -0.08368 2.63771
C -1.42153 -5.04032 -0.19687
C -2.75657 -4.35087 -0.21220
O -2.87943 -3.22049 -0.65575
C -3.93296 -5.10571 0.34003
H -0.66621 -4.38070 -0.62329
H -1.13951 -5.28030 0.82912
H -1.46846 -5.95354 -0.79222
H -3.75871 -5.34860 1.38899
H -4.08820 -6.02167 -0.23209
H -4.82808 -4.48933 0.26663


55
Properties=species:S:1:pos:R:3 method="wB97M-V/def2-TZVPD" molar_mass_g_mol=421.35 de_lowest_ev=13.458 energy_ha=-1619.0679 homo_lumo_gap_ev=7.48
C 2.25012 -0.06459 -5.85166
O 2.18366 0.26070 -4.46485
C 1.72215 1.41419 -4.09860
O 1.22150 2.27445 -4.79079
O 1.94262 1.63054 -2.77998
C 1.49350 2.78768 -2.06868
H 1.63545 -0.96425 -5.88149
H 3.24654 -0.40716 -6.13074
H 1.88537 0.73608 -6.49508
H 2.01632 2.97206 -1.13019
H 0.45833 2.64583 -1.75820
H 1.53858 3.68154 -2.69085
C 0.53402 0.58218 2.16903
O -0.24572 1.74307 2.18920
C -0.55759 2.33489 3.28513
O -0.10303 2.16856 4.41825
O -1.66370 3.07500 2.89623
C -2.29828 3.72075 3.94534
H 1.38456 0.44373 2.83650
H 0.83478 0.51789 1.12332
H -0.06306 -0.28687 2.44532
H -3.14296 4.28427 3.54901
H -1.62572 4.46295 4.37536
H -2.64924 2.97989 4.66371
C 0.92601 -0.44863 -1.83945
O -0.02850 0.12191 -0.91020
C -0.62787 -0.67287 0.04700
O -0.25173 -1.80284 0.44398
O -1.62649 0.04468 0.62632
C -1.90346 1.42077 0.33296
H 0.54897 -1.32688 -2.36349
H 1.85275 -0.75271 -1.35284
H 1.20084 0.30571 -2.57670
H -1.82447 1.62813 -0.73421
H -1.12793 1.98153 0.85470
H -2.85987 1.74706 0.74151
C -1.43872 -2.79650 1.30258
O -1.66777 -3.43745 2.60351
C -2.92030 -3.55792 3.02041
O -3.90305 -3.23776 2.36041
O -2.99305 -3.97099 4.26998
C -4.27752 -4.14246 4.94779
H -2.22951 -2.97592 0.57420
H -0.45974 -3.07536 0.91279
H -1.34187 -1.71312 1.37345
H -4.43291 -5.22060 4.98733
H -5.13272 -3.64489 4.49045
H -4.20375 -3.76683 5.96835
C 4.41184 -0.79640 -3.36829
N 3.72228 -0.21090 -2.17178
O 4.11647 0.90685 -1.72979
O 2.81277 -0.88279 -1.65258
H 5.39673 -0.33252 -3.31437
H 3.90719 -0.50000 -4.28785
H 4.35740 -1.88356 -3.31145


14
Properties=species:S:1:pos:R:3 method="wB97M-V/def2-TZVPD" molar_mass_g_mol=73.11 smiles=CCCC[O-] de_lowest_ev=0.454 energy_ha=-233.0023 homo_lumo_gap_ev=6.03 total_charge=-1
C 1.85996 0.03802 -0.04896
C 0.49624 -0.50633 -0.48700
C -0.67127 -0.38393 0.53212
C -1.70560 0.71298 0.06690
O -2.95786 0.47643 0.51692
H 2.64404 -0.68841 -0.29760
H 1.93077 0.04530 1.03766
H 2.11383 0.97629 -0.51288
H 0.22654 -0.20492 -1.50519
H 0.57401 -1.59092 -0.67927
H -1.23400 -1.30521 0.54772
H -0.30192 -0.00617 1.48391
H -1.69503 0.73187 -1.04250
H -1.27972 1.70500 0.38815


71
Properties=species:S:1:pos:R:3 method="wB97M-V/def2-TZVPD" molar_mass_g_mol=762.77 de_lowest_ev=0.626 energy_ha=-4129.0681 homo_lumo_gap_ev=7.34 total_charge=+1
Ir -1.11708 2.23554 0.92754
O -2.41499 4.49244 3.93777
C -2.23754 3.82217 2.96370
O -1.05310 3.55544 2.41223
C -3.41502 3.26033 2.20414
C -4.76009 3.47361 2.43787
C -5.67097 2.95088 1.52458
C -5.24378 2.28360 0.37952
C -3.88393 2.10232 0.21486
N -3.05195 2.54389 1.14783
C -3.14791 1.60662 -0.99793
O -3.76717 1.20387 -1.95797
O -1.83057 1.69075 -0.94140
H -5.06617 4.05314 3.29697
H -6.72944 3.10101 1.68843
H -5.92945 1.93045 -0.37685
C -2.20887 -5.37536 -0.94128
C -1.82819 -4.07017 -1.62888
C -2.54483 -2.87743 -1.01085
C -2.29062 -1.54194 -1.69006
N -0.87042 -1.17561 -1.64480
C -0.20750 -0.73796 -0.57344
Se -0.97507 -0.18761 1.08142
N 1.11850 -0.79351 -0.81689
C 2.20656 -0.70544 0.15781
C 2.53271 -2.08104 0.72225
C 3.73202 -2.06187 1.66450
C 3.53129 -1.18313 2.89357
C 1.30506 -1.25571 -2.11311
C 2.46545 -1.50544 -2.84196
C 2.29995 -1.98592 -4.12288
C 1.02187 -2.21763 -4.66248
C -0.12364 -1.97968 -3.93470
C 0.04605 -1.49240 -2.64203
H -1.67126 -6.21949 -1.37090
H -3.27759 -5.57022 -1.04042
H -1.97602 -5.33558 0.12446
H -2.06602 -4.12901 -2.69578
H -0.74349 -3.93122 -1.56748
H -2.27931 -2.79239 0.04814
H -3.62549 -3.04558 -1.03819
H -2.86250 -0.74348 -1.24297
H -2.57001 -1.56270 -2.74270
H 1.90484 -0.00864 0.92868
H 3.06808 -0.28398 -0.36415
H 2.72768 -2.76692 -0.10696
H 1.64771 -2.46122 1.24372
H 4.62079 -1.73506 1.11544
H 3.93534 -3.08760 1.97665
H 3.44503 -0.13032 2.62071
H 4.37237 -1.27546 3.57952
H 2.62524 -1.46954 3.43231
H 3.44922 -1.33390 -2.42732
H 3.17104 -2.19196 -4.72912
H 0.93876 -2.59578 -5.67177
H -1.10185 -2.16567 -4.35426
C 3.79888 4.03822 -0.59863
C 2.86534 3.34165 0.32974
C 3.01586 2.93014 1.63493
C 1.80199 2.32737 2.00576
N 0.96925 2.34556 0.96658
N 1.62435 2.97350 -0.03969
C 1.37021 1.81888 3.33891
H 4.69571 4.33815 -0.06275
H 3.33890 4.93306 -1.01820
H 4.09628 3.38680 -1.42121
H 3.88182 3.06158 2.26013
H 1.14645 3.16142 -0.90564
H 2.23035 1.60844 3.97062
H 0.77917 0.90969 3.24123
H 0.76172 2.58308 3.82311